# 1
Entry from OMol25: a single C7H9F2I molecule at a distorted geometry (ωB97M-V/def2-TZVPD).

## Properties
F_max: 4.01 eV Å⁻¹
ΔE to the lowest compared entry with this formula, charge and spin: 4.044 eV
Total energy: -769.3580 Eh
Gap between HOMO and LUMO (alpha / beta): 0.240 / 0.333 Ha

```
! wB97M-V def2-TZVPD RIJCOSX def2/J DEFGRID3
* xyz 0 1
C -0.20 0.91 -1.35
C -0.47 -0.29 -1.94
C -0.01 0.89 0.16
C 0.54 -0.51 0.77
C -0.49 -1.51 0.67
C -1.30 1.43 0.80
C 1.82 -0.91 0.16
F -0.33 -2.79 0.26
F -1.71 -1.42 1.27
I -1.06 -0.65 -3.94
H -0.29 1.90 -1.82
H 0.89 1.45 0.55
H 0.74 -0.38 1.77
H -1.34 2.43 0.38
H -1.30 1.56 1.85
H -2.10 0.69 0.58
H 2.47 -1.61 0.68
H 2.38 0.10 0.03
H 1.76 -1.30 -0.89
*
```

For reference, the Mulliken charges in units of e are: -0.2644, -0.4919, 0.1559, 0.2800, 0.0933, -1.4643, -1.3824, -0.2396, -0.2525, 0.0523, 0.3838, 0.3036, 0.6816, 0.4450, 0.3462, 0.3476, 0.4267, 0.2813, 0.2977

---

# 2
Entry from OMol25: a molecular structure, C17H22N5O5S5Yb at a distorted geometry (ωB97M-V/def2-TZVPD).

## Properties
F_max: 4.32 eV Å⁻¹
ΔE to the lowest compared entry with this formula, charge and spin: 0.000 eV
Total energy: -4460.6313 Eh
Gap between HOMO and LUMO (alpha / beta): 0.230 / 0.189 Ha

```
! wB97M-V def2-TZVPD RIJCOSX def2/J DEFGRID3
* xyz 0 2
Yb 12.06 11.90 10.37
S 5.89 12.21 4.45
C 6.96 12.20 5.67
S 8.60 12.01 5.27
C 9.37 12.11 6.84
C 8.30 12.08 7.90
S 8.57 11.91 9.55
S 6.70 12.33 7.38
S 11.00 12.31 6.94
C 9.63 11.08 14.07
C 10.73 10.67 13.14
O 11.26 11.53 12.38
N 11.14 9.37 13.11
C 12.03 8.88 12.06
C 11.29 8.50 10.80
C 10.65 7.24 10.69
C 9.82 7.00 9.57
C 9.88 7.95 8.50
C 10.54 9.15 8.70
N 11.27 9.42 9.81
H 10.09 11.62 14.84
H 9.04 10.22 14.53
H 8.89 11.77 13.60
H 10.58 8.78 13.68
H 12.64 8.04 12.48
H 12.67 9.74 11.86
H 10.86 6.52 11.45
H 9.16 6.17 9.45
H 9.25 7.78 7.66
H 10.50 9.95 7.93
C 11.51 16.69 10.20
C 11.72 15.30 10.65
N 10.97 14.30 10.31
O 9.75 14.68 9.75
C 12.82 15.01 11.53
C 13.49 15.95 12.42
N 13.27 13.78 11.45
O 14.48 13.56 12.13
H 10.85 16.72 9.32
H 12.52 17.11 9.88
H 11.14 17.28 11.01
H 9.29 13.78 9.55
H 14.20 16.65 11.92
H 14.06 15.46 13.26
H 12.81 16.59 12.97
N 16.24 13.20 9.58
C 15.97 11.89 9.07
C 14.49 11.63 9.39
O 14.18 11.32 10.62
O 13.60 11.70 8.52
H 17.22 13.46 9.49
H 14.79 12.72 11.73
H 15.73 13.84 8.95
H 16.54 11.13 9.62
H 15.97 11.82 7.98
*
```

For reference, the Mulliken charges in units of e are: 1.2775, -0.2586, 0.1237, -0.1095, 0.1011, 0.2051, -0.4370, -0.0951, -0.1949, -1.2375, 0.6873, -0.5834, 0.0121, -0.9548, 0.8472, -0.8200, -0.4127, -0.7919, 0.0266, 0.0534, 0.3443, 0.3366, 0.2794, 0.2311, 0.5262, 0.0760, 0.4693, 0.4307, 0.4392, 0.1516, -1.4208, 0.4218, 0.1504, -0.4970, 0.2070, -1.3821, 0.2298, -0.5531, 0.4092, 0.3392, 0.3260, 0.2263, 0.2932, 0.3995, 0.3993, -0.4725, -0.7897, 0.9211, -0.7994, -0.5936, 0.2348, 0.4050, 0.1884, 0.3139, 0.3200

---

Look up the F_max of the first one.
4.01 eV Å⁻¹